Entry 1:
{
  "formula": "C23H38F4GeN13SY",
  "method": "wB97M-V/def2-TZVPD",
  "spin_multiplicity": 1,
  "total_energy_ev": -123103.4210,
  "homo_lumo_gap_ev": 4.092,
  "charge": -2,
  "symbols": ["Y", "C", "C", "N", "C", "C", "C", "C", "N", "C", "C", "F", "C", "F", "C", "C", "F", "C", "F", "H", "H", "H", "H", "H", "H", "H", "H", "H", "H", "H", "H", "H", "H", "H", "N", "C", "N", "N", "N", "N", "C", "N", "N", "N", "N", "H", "C", "Ge", "C", "C", "C", "H", "H", "H", "H", "H", "H", "H", "H", "H", "H", "C", "N", "C", "C", "S", "N", "C", "C", "H", "H", "H", "H", "H", "H", "H", "H", "H", "H", "H", "H"],
  "xyz": [[-0.0979, -0.8748, 0.2639], [1.7286, 0.0748, -3.0900], [0.2231, 0.2830, -3.1209], [-0.5287, -0.7539, -2.3933], [-0.2114, -2.1176, -2.8736], [-0.4264, -2.3687, -4.3645], [-1.9652, -0.4605, -2.5198], [-2.8620, -1.3793, -1.6894], [-2.2237, -1.7957, -0.4495], [-2.8171, -2.8292, 0.1759], [-2.0349, -3.6210, 1.0536], [-0.7258, -3.2777, 1.1615], [-2.5072, -4.6915, 1.7556], [-1.6797, -5.3867, 2.5640], [-3.8296, -5.1018, 1.6426], [-4.6219, -4.3629, 0.7947], [-5.9313, -4.7033, 0.6639], [-4.1573, -3.2741, 0.0830], [-5.0808, -2.5883, -0.6460], [2.2366, 0.9819, -3.4246], [2.0431, -0.7481, -3.7359], [2.0540, -0.1727, -2.0781], [-0.1406, 0.3504, -4.1599], [-0.0256, 1.2347, -2.6427], [-0.8274, -2.8060, -2.2929], [0.8151, -2.3192, -2.5627], [-1.4456, -2.1426, -4.6871], [-0.2457, -3.4257, -4.5704], [0.2623, -1.7914, -4.9860], [-2.2838, -0.5070, -3.5725], [-2.1074, 0.5763, -2.2162], [-3.1248, -2.2619, -2.2931], [-3.8016, -0.8404, -1.5243], [-4.2183, -5.9374, 2.2038], [0.5451, 0.9350, 3.6232], [-0.5616, 0.1087, 3.5929], [-1.3538, -0.0339, 4.6427], [-2.2853, -0.9179, 4.2312], [-2.0640, -1.2705, 3.0140], [-0.9594, -0.6290, 2.5545], [1.1869, 1.4305, 2.5138], [2.0711, 2.4159, 2.5760], [2.4517, 2.5922, 1.2958], [1.8568, 1.7502, 0.5240], [1.0238, 0.9851, 1.2688], [0.6864, 1.4455, 4.4766], [4.4726, -0.2690, -0.7571], [3.5320, -1.6853, 0.2970], [3.8938, -1.1035, 2.1852], [4.8013, -3.2398, 0.1044], [1.7282, -2.0347, -0.1692], [5.4648, -0.0940, -0.3281], [3.9149, 0.6685, -0.7368], [4.6009, -0.5838, -1.7978], [4.9680, -1.0798, 2.4056], [3.4086, -1.7946, 2.8794], [3.4893, -0.1036, 2.3605], [5.8413, -2.9343, 0.2617], [4.7057, -3.6674, -0.8975], [4.5554, -4.0203, 0.8305], [1.5423, -3.0954, 0.0834], [0.9839, 5.1831, 0.4125], [0.0250, 4.3719, -0.3356], [0.4247, 4.0871, -1.7020], [-0.9040, 3.6009, 0.2541], [-1.6145, 2.2875, -0.5149], [-1.2685, 3.9600, 1.5370], [-2.0170, 2.9941, 2.3286], [-1.7254, 5.3223, 1.7544], [1.9873, 4.7922, 0.2402], [0.8076, 5.1021, 1.4786], [0.9254, 6.2302, 0.0966], [0.9780, 4.9473, -2.0785], [-0.4524, 3.9075, -2.3229], [1.0650, 3.2009, -1.7288], [-1.6122, 1.9976, 2.1870], [-3.0760, 2.9739, 2.0502], [-1.9211, 3.2680, 3.3804], [-1.1567, 6.0382, 1.1692], [-1.6219, 5.5780, 2.8104], [-2.7853, 5.4206, 1.4797]],
  "lowdin_charge": [1.26, -0.09, -0.27, -0.23, -0.26, -0.09, -0.23, -0.24, -0.09, -0.22, -0.17, 0.02, -0.23, 0.07, 0.02, -0.24, 0.04, -0.14, 0.04, 0.07, 0.07, 0.02, 0.11, 0.06, 0.11, 0.07, 0.06, 0.07, 0.06, 0.11, 0.02, 0.11, 0.11, 0.11, 0.13, -0.52, 0.00, -0.12, -0.07, -0.06, -0.51, 0.03, -0.10, -0.06, -0.08, 0.13, -0.27, 0.60, -0.25, -0.27, -0.54, -0.01, -0.03, -0.01, -0.01, 0.00, -0.03, -0.01, -0.01, -0.01, -0.12, -0.08, -0.19, -0.10, -0.76, 0.72, -0.22, -0.11, -0.07, 0.07, 0.08, 0.08, 0.08, 0.06, 0.07, 0.04, 0.08, 0.09, 0.07, 0.09, 0.09]
}

=====

Entry 2:
{
  "formula": "C42H47BrClF5LaN2O3SSi",
  "method": "wB97M-V/def2-TZVPD",
  "spin_multiplicity": 1,
  "total_energy_ev": -169164.8391,
  "relative_energy_kj_mol": 0.0,
  "homo_lumo_gap_ev": 7.294,
  "charge": 1,
  "symbols": ["La", "Cl", "C", "C", "C", "C", "O", "C", "C", "N", "C", "C", "C", "C", "C", "C", "C", "C", "N", "C", "C", "H", "H", "H", "H", "H", "H", "H", "H", "H", "H", "C", "C", "C", "C", "C", "C", "C", "S", "C", "O", "H", "H", "H", "H", "H", "H", "H", "H", "H", "H", "C", "C", "C", "C", "Si", "Br", "C", "C", "C", "C", "C", "C", "C", "C", "H", "H", "H", "H", "H", "H", "H", "H", "H", "H", "H", "H", "H", "H", "H", "H", "H", "H", "H", "H", "H", "H", "H", "H", "H", "H", "H", "F", "C", "C", "F", "C", "F", "C", "O", "C", "F", "C", "F"],
  "xyz": [[1.3223, -1.2781, -0.4915], [-2.7696, -4.3135, -6.1423], [-1.7572, -3.3842, -5.0799], [-1.7991, -1.9841, -5.1358], [-1.0086, -1.2291, -4.3062], [-0.1456, -1.8293, -3.3715], [0.5715, -1.0880, -2.5679], [-0.1014, -3.2409, -3.3272], [0.7718, -4.0099, -2.4669], [1.5786, -3.5889, -1.5503], [2.4652, -4.5419, -0.9509], [2.9157, -5.6498, -1.6126], [3.7693, -6.5901, -0.9880], [4.1951, -6.3877, 0.2863], [3.8007, -5.2169, 0.9806], [4.2797, -4.9241, 2.2798], [3.9178, -3.7659, 2.8916], [3.0523, -2.8918, 2.2066], [2.5677, -3.1315, 1.0126], [2.9395, -4.2865, 0.3741], [-0.9168, -3.9993, -4.1985], [-2.4620, -1.5045, -5.8451], [-1.0299, -0.1474, -4.3493], [0.7151, -5.0877, -2.6395], [2.6557, -5.7968, -2.6533], [4.0905, -7.4626, -1.5410], [4.8595, -7.0915, 0.7728], [4.9424, -5.6296, 2.7671], [4.2784, -3.5001, 3.8753], [2.7471, -1.9643, 2.6772], [-0.8656, -5.0821, -4.1705], [-5.7080, -2.2537, 4.7407], [-4.7250, -2.4354, 3.6141], [-5.0990, -3.0598, 2.4284], [-4.1898, -3.2322, 1.3927], [-2.8893, -2.7862, 1.5688], [-2.4845, -2.1475, 2.7341], [-3.4124, -1.9770, 3.7461], [-1.7332, -3.0538, 0.2717], [-1.0205, -4.5662, 0.8570], [-0.6142, -2.0278, 0.5127], [-6.7314, -2.4208, 4.4080], [-5.6423, -1.2493, 5.1605], [-5.4974, -2.9600, 5.5466], [-6.1197, -3.4026, 2.3056], [-4.4997, -3.6968, 0.4627], [-1.4731, -1.7730, 2.8324], [-3.1164, -1.4723, 4.6588], [-0.6117, -4.3724, 1.8492], [-0.2424, -4.8738, 0.1588], [-1.8123, -5.3154, 0.9000], [-1.6795, 5.2766, 1.0235], [-1.4334, 3.7638, 0.8366], [-0.7439, 3.2274, 2.1055], [-2.7894, 3.0483, 0.7577], [-0.4208, 3.5070, -0.7450], [0.3136, 1.3877, -0.4978], [1.2060, 4.4752, -0.8318], [2.2549, 3.8507, -1.7711], [0.8994, 5.9047, -1.3257], [1.8663, 4.5668, 0.5510], [-1.4240, 3.4329, -2.3499], [-0.5010, 3.3767, -3.5746], [-2.3504, 2.2079, -2.4467], [-2.2887, 4.7076, -2.4511], [-2.3635, 5.4243, 1.8666], [-2.1346, 5.7507, 0.1510], [-0.7604, 5.8176, 1.2558], [-1.3599, 3.5062, 2.9686], [0.2520, 3.6294, 2.2751], [-0.6691, 2.1382, 2.0949], [-3.2928, 3.1558, 1.7255], [-2.6815, 1.9781, 0.5612], [-3.4506, 3.4727, 0.0026], [1.9581, 3.8492, -2.8161], [2.5111, 2.8281, -1.4908], [3.1703, 4.4482, -1.6939], [0.5225, 5.9192, -2.3497], [1.8256, 6.4896, -1.3137], [0.1775, 6.4289, -0.6958], [2.0808, 3.5795, 0.9721], [1.2701, 5.1279, 1.2712], [2.8218, 5.0920, 0.4417], [0.1674, 2.5112, -3.5509], [0.1052, 4.2743, -3.6904], [-1.1249, 3.2914, -4.4715], [-1.8072, 1.2670, -2.3460], [-2.8172, 2.2159, -3.4388], [-3.1530, 2.2154, -1.7134], [-1.7015, 5.6274, -2.3939], [-3.0572, 4.7545, -1.6790], [-2.8007, 4.7110, -3.4197], [3.6739, 3.1779, 4.2141], [3.5654, 2.3330, 3.1914], [4.5331, 2.2985, 2.2031], [5.5725, 3.1213, 2.2837], [4.4258, 1.4295, 1.1303], [5.3747, 1.4413, 0.1982], [3.3455, 0.5626, 0.9978], [3.2052, -0.2765, -0.0276], [2.4003, 0.6240, 2.0220], [1.3236, -0.2273, 1.9592], [2.4861, 1.4764, 3.1016], [1.5387, 1.4759, 4.0380]],
  "lowdin_charge": [1.89, 0.67, -0.67, -0.07, 0.01, -0.35, -0.34, -0.14, -0.09, -0.03, -0.20, -0.01, -0.05, -0.02, -0.14, 0.01, -0.02, -0.10, 0.02, -0.16, -0.06, 0.11, 0.11, 0.13, 0.12, 0.12, 0.12, 0.13, 0.12, 0.11, 0.12, -0.04, -0.25, -0.02, -0.07, -0.42, -0.05, -0.02, 1.01, -0.20, -0.73, 0.08, 0.09, 0.09, 0.12, 0.12, 0.11, 0.12, 0.08, 0.04, 0.08, -0.08, -0.62, -0.11, -0.10, 0.50, 0.69, -0.62, -0.10, -0.08, -0.09, -0.62, -0.09, -0.11, -0.08, 0.09, 0.07, 0.07, 0.10, 0.06, 0.05, 0.09, 0.08, 0.07, 0.06, 0.05, 0.09, 0.07, 0.10, 0.07, 0.06, 0.07, 0.10, 0.08, 0.07, 0.09, 0.04, 0.09, 0.06, 0.07, 0.07, 0.09, 0.13, -0.15, -0.14, 0.14, -0.15, 0.13, -0.32, -0.34, -0.20, -0.05, -0.16, 0.13]
}

=====

Entry 3:
{
  "formula": "CH3INa",
  "method": "wB97M-V/def2-TZVPD",
  "spin_multiplicity": 1,
  "total_energy_ev": -13596.5414,
  "homo_lumo_gap_ev": 7.911,
  "charge": 1,
  "symbols": ["I", "C", "H", "H", "H", "Na"],
  "xyz": [[1.9747, 2.0035, 1.7781], [3.7461, 2.9322, 2.4475], [3.8502, 3.9317, 1.9927], [4.6249, 2.3261, 2.1701], [3.7286, 3.0450, 3.5446], [-0.9392, 0.4761, 0.6762]],
  "lowdin_charge": [0.71, -0.57, 0.02, 0.02, 0.02, 0.81]
}

=====

Entry 4:
{
  "formula": "C25H41N3O2",
  "method": "wB97M-V/def2-TZVPD",
  "spin_multiplicity": 1,
  "total_energy_ev": -35133.7956,
  "relative_energy_kj_mol": 2320.5,
  "homo_lumo_gap_ev": 8.391,
  "charge": 0,
  "symbols": ["C", "H", "H", "H", "C", "C", "H", "H", "H", "H", "C", "N", "C", "O", "C", "C", "C", "C", "C", "C", "H", "H", "C", "C", "H", "H", "H", "C", "H", "H", "H", "C", "H", "H", "H", "H", "H", "H", "C", "O", "N", "H", "C", "H", "H", "C", "N", "C", "H", "H", "H", "C", "H", "H", "H", "C", "C", "C", "C", "C", "H", "H", "H", "H", "H", "H", "H", "H", "H", "H", "H"],
  "xyz": [[-2.5830, 1.6086, -0.4432], [-2.7118, 0.8131, -1.0842], [-2.8332, 1.0693, 0.6444], [-3.5191, 2.3165, -0.6348], [-1.5047, 2.5091, -0.5466], [-1.1232, 3.1285, -1.9686], [-1.0955, 2.4614, -2.8107], [-0.3247, 3.5076, -2.0079], [-2.0384, 3.7501, -2.1044], [-1.3354, 3.1580, 0.2545], [-0.1068, 1.2123, -0.3058], [-0.3252, 0.8237, 1.0020], [0.2467, 1.7137, 2.1636], [1.0023, 2.5224, 2.0374], [0.1321, 0.8482, 3.4401], [0.4359, 1.6526, 4.5491], [0.2523, 1.1849, 5.8995], [0.1596, -0.2974, 5.9606], [-0.0036, -1.2325, 4.9276], [0.2621, -0.5729, 3.5525], [0.0506, -1.1753, 2.6525], [0.1354, -2.2734, 4.7725], [0.0421, -1.1634, 7.3373], [0.2020, -0.1091, 8.4613], [-0.2873, -0.8195, 9.4386], [-0.8136, 0.6079, 8.5538], [0.9426, 0.6548, 8.5463], [1.1274, -2.2017, 7.5255], [2.2038, -1.4602, 7.3430], [1.1894, -2.7570, 6.7565], [1.0589, -2.6451, 8.4680], [-1.4828, -1.8028, 7.3689], [-2.1664, -1.1666, 7.3109], [-1.4515, -2.4478, 6.6056], [-1.4595, -2.2435, 8.3370], [0.3073, 1.4558, 6.7726], [0.2536, 2.6557, 4.5398], [-0.4087, 0.0277, 1.2184], [-0.0527, 0.1239, -1.1551], [-0.4259, -1.0188, -0.8871], [0.7040, 0.4282, -2.2260], [1.2017, 1.1892, -2.6553], [0.9337, -0.7163, -3.2817], [0.5648, -1.5258, -2.7375], [1.9326, -0.8814, -3.3520], [0.2962, -0.6517, -4.4705], [-1.0016, -1.1776, -4.6383], [-1.1059, -2.5849, -4.4791], [-2.2695, -3.1069, -4.7076], [-0.5091, -3.2817, -5.5375], [-0.8297, -3.1782, -3.6194], [-2.0662, -0.7420, -3.8177], [-3.1049, -1.1017, -3.9784], [-1.9129, 0.4803, -3.8439], [-1.7805, -0.9099, -2.6686], [1.4689, -1.5980, -5.5032], [2.5222, -0.8014, -5.8811], [2.4641, 0.5443, -6.4950], [1.6302, 1.2761, -5.3951], [0.5251, 0.7639, -5.0145], [-0.4209, 1.4249, -4.4338], [-0.2225, 0.6940, -6.0600], [2.0974, 1.4434, -4.4453], [1.5565, 2.4220, -5.9573], [3.4023, 1.1244, -6.5773], [1.8967, 0.5685, -7.3247], [3.2538, -0.6966, -4.9426], [3.2686, -1.5896, -6.5106], [0.7918, -1.5810, -6.6291], [1.8568, -2.5267, -5.0418], [0.9054, 1.8732, -0.2665]],
  "lowdin_charge": [-0.14, 0.03, 0.15, 0.12, -0.22, -0.01, 0.04, -0.05, 0.10, 0.10, -0.20, 0.10, -0.36, 0.19, -0.12, -0.01, 0.07, -0.12, 0.00, 0.05, 0.10, 0.10, -0.52, -0.10, 0.15, 0.13, 0.05, -0.03, 0.19, -0.02, 0.06, 0.02, 0.00, 0.03, 0.07, -0.02, 0.08, -0.06, -0.53, 0.06, 0.16, 0.12, -0.14, 0.11, 0.10, -0.44, -0.22, -0.17, 0.14, 0.16, 0.06, -0.12, 0.09, 0.12, 0.10, -0.14, -0.36, -0.15, -0.31, -0.27, 0.16, 0.19, 0.11, 0.20, 0.13, 0.07, 0.15, 0.18, 0.20, 0.12, 0.19]
}